{"formula": "C42H58N4RuS2Si", "method": "ωB97M-V/def2-TZVPD", "symbols": ["Ru", "C", "N", "C", "C", "N", "C", "C", "C", "C", "C", "C", "C", "S", "C", "C", "C", "C", "C", "C", "S", "H", "H", "H", "H", "H", "H", "H", "H", "H", "H", "H", "H", "H", "H", "H", "H", "H", "H", "C", "Si", "C", "C", "C", "C", "H", "H", "H", "H", "H", "H", "H", "H", "H", "C", "N", "C", "C", "C", "C", "C", "C", "C", "C", "H", "H", "H", "H", "H", "H", "H", "H", "H", "H", "H", "H", "H", "C", "C", "C", "C", "C", "C", "C", "C", "N", "C", "C", "C", "C", "H", "H", "H", "H", "H", "H", "H", "H", "H", "H", "H", "H", "H", "H", "H", "H", "H", "H"], "positions_angstrom": [[0.408, 0.083, 0.407], [-0.867, -1.100, -3.733], [-1.589, -0.330, -2.734], [-2.854, -0.913, -2.367], [-2.674, -2.158, -1.503], [-2.199, -1.922, -0.136], [-3.261, -1.470, 0.737], [-1.488, -3.077, 0.335], [-2.160, -4.107, 0.983], [-1.506, -5.275, 1.351], [-0.155, -5.411, 1.073], [0.528, -4.376, 0.451], [-0.109, -3.196, 0.071], [0.756, -1.939, -0.817], [-1.538, 1.059, -3.002], [-2.631, 1.729, -3.544], [-2.589, 3.097, -3.795], [-1.423, 3.794, -3.524], [-0.332, 3.127, -2.982], [-0.359, 1.766, -2.675], [1.038, 1.036, -1.879], [-1.437, -1.144, -4.679], [-0.672, -2.109, -3.378], [0.101, -0.634, -3.906], [-3.446, -1.212, -3.253], [-3.451, -0.173, -1.827], [-1.968, -2.830, -1.989], [-3.641, -2.691, -1.458], [-4.175, -2.086, 0.669], [-3.532, -0.442, 0.493], [-2.904, -1.485, 1.768], [-3.221, -4.006, 1.184], [-2.050, -6.069, 1.850], [0.372, -6.316, 1.352], [1.589, -4.468, 0.247], [-3.529, 1.170, -3.784], [-3.454, 3.601, -4.210], [-1.362, 4.859, -3.718], [0.578, 3.666, -2.751], [-1.544, -2.169, 5.729], [0.051, -2.484, 4.762], [1.457, -1.929, 5.877], [0.164, -4.334, 4.559], [0.100, -1.567, 3.201], [0.133, -0.919, 2.149], [-1.619, -2.884, 6.553], [-2.424, -2.301, 5.098], [-1.574, -1.166, 6.170], [1.356, -2.376, 6.870], [1.474, -0.843, 5.989], [2.423, -2.225, 5.464], [0.200, -4.816, 5.540], [1.055, -4.613, 3.996], [-0.697, -4.719, 4.011], [-1.450, 2.325, 5.357], [-1.065, 1.361, 4.301], [-2.260, 0.586, 3.851], [-0.275, 2.025, 3.151], [-1.154, 2.296, 1.979], [-2.109, 3.312, 2.038], [-3.061, 3.456, 1.043], [-3.050, 2.566, -0.025], [-2.062, 1.596, -0.105], [-1.064, 1.441, 0.864], [-1.931, 1.788, 6.173], [-2.143, 3.041, 4.926], [-0.559, 2.837, 5.710], [-0.407, 0.683, 4.695], [-2.974, 1.279, 3.418], [-2.676, 0.095, 4.727], [-1.931, -0.138, 3.114], [0.456, 1.279, 2.866], [0.233, 2.893, 3.572], [-2.095, 4.020, 2.863], [-3.789, 4.256, 1.092], [-3.780, 2.655, -0.822], [-2.046, 0.940, -0.966], [0.252, 5.603, -0.283], [1.108, 4.769, 0.638], [1.786, 5.386, 1.687], [2.596, 4.615, 2.502], [3.397, 5.243, 3.616], [2.686, 3.245, 2.293], [1.969, 2.558, 1.281], [1.201, 3.402, 0.447], [1.983, 1.163, 1.139], [3.154, 0.438, 1.709], [3.233, -0.981, 1.134], [3.125, 0.260, 3.240], [4.465, 1.098, 1.220], [0.335, 6.663, -0.037], [-0.797, 5.313, -0.214], [0.548, 5.472, -1.324], [1.711, 6.459, 1.837], [3.148, 6.299, 3.732], [4.470, 5.172, 3.419], [3.215, 4.747, 4.573], [3.324, 2.714, 2.974], [0.673, 2.951, -0.377], [2.394, -1.605, 1.436], [4.153, -1.446, 1.498], [3.261, -0.958, 0.045], [2.266, -0.352, 3.495], [3.066, 1.187, 3.805], [4.025, -0.270, 3.568], [4.424, 1.186, 0.133], [5.305, 0.449, 1.481], [4.672, 2.085, 1.622]], "charge": -1, "energy_ev": -82586.221, "spin_multiplicity": 2, "homo_energy_ev": [-3.700, -3.639], "relative_energy_ev": 0.000, "e_lumo_ha": [0.073, 0.073], "gap_ev": [5.69, 5.63]}